The following is a quantum chemistry calculation of 2 unconnected molecules or ions with the total composition C5H10F4NO4P2 at a distorted geometry, from the OMol25 dataset.

The geometry in XYZ format:
```
26
Properties=species:S:1:pos:R:3:mulliken_charge:R:1
P -1.978 1.871 1.316 0.319
P -0.168 0.889 0.298 0.439
F -1.401 -2.106 2.885 -0.226
F 0.968 -3.376 1.682 -0.274
F 0.144 -1.017 3.983 -0.210
F -0.669 -0.313 -0.530 -0.202
O 0.829 1.098 -3.243 -0.543
O 0.835 1.035 -5.390 -0.493
O -1.254 3.120 2.030 -0.390
O -2.290 0.862 2.534 -0.381
N 0.428 0.673 -4.319 0.871
C 0.782 -2.073 1.965 0.470
C -0.125 -1.744 2.914 0.216
C 1.593 -1.119 1.149 -0.639
C 1.183 0.342 1.369 -0.805
C -0.638 -0.368 -4.322 -0.586
H 2.039 0.960 1.079 0.542
H 0.334 1.867 -0.571 0.216
H -0.904 -0.596 -3.298 0.162
H 0.957 0.597 2.405 0.484
H -1.483 0.038 -4.870 0.297
H -0.290 3.129 2.038 0.348
H -2.827 0.117 2.223 0.365
H -0.235 -1.240 -4.829 0.292
H 1.511 -1.444 0.110 0.325
H 2.658 -1.201 1.395 0.403
```

Spin multiplicity: 1
Net charge: +1
E_tot in a.u.: -1634.00632

The following is a quantum chemistry calculation of C5H10FN in the gas phase at a distorted geometry, from the OMol25 dataset.

The geometry in XYZ format:
```
17
Properties=species:S:1:pos:R:3:mulliken_charge:R:1
F -2.489 0.937 0.581 -0.269
N -0.850 -1.291 -1.412 -0.735
C -2.275 -0.373 0.383 -0.446
C 1.085 -0.217 1.370 -1.361
C 1.335 0.885 -1.074 -1.580
C 0.440 0.489 0.090 0.583
C -0.959 -0.540 -0.414 0.506
H 2.302 1.349 -0.742 0.343
H 0.199 -1.178 -1.819 0.285
H 1.474 -1.200 1.141 0.323
H -0.130 1.454 0.395 0.207
H 1.808 0.036 -1.492 0.449
H -3.158 -0.903 -0.114 0.307
H 0.546 -0.343 2.254 0.403
H 0.958 1.467 -1.939 0.328
H 1.916 0.384 1.537 0.403
H -2.201 -0.955 1.254 0.253
```

SMILES: [H]/N=C(/CF)C(C)C
Spin multiplicity: 1
E_tot in a.u.: -351.05084

The lowest E_tot belongs to which entry?
C5H10F4NO4P2

spin multiplicity of number 2 (C5H10FN)?
1

Which value of spin multiplicity does entry 2 give?
1